Entry from the OMol25 dataset: a 2-piece molecular cluster, C6H6N2O2 overall at a distorted geometry (the ωB97M-V functional and the def2-TZVPD basis).

The geometry in XYZ format:
```
16
Properties=species:S:1:pos:R:3:forces:R:3:mulliken_charge:R:1
O 1.080933 -1.530910 -1.053166 1.01 0.75 -1.20 -0.5890
C 0.167215 -0.930013 -0.544589 -1.31 -1.59 1.21 0.6346
C -0.727939 -1.735201 0.306049 -2.52 0.15 -0.50 -0.5763
C -1.878723 -1.110287 0.807523 2.66 0.03 -0.03 -0.1339
N -2.025733 0.299373 0.754905 2.73 -2.25 -2.63 -0.0900
C -1.262909 1.068492 -0.191864 -1.99 1.72 0.88 0.2620
O -1.637411 2.215892 -0.517337 1.61 -3.17 0.78 -0.5920
N -0.106342 0.423443 -0.651514 -0.37 2.13 -1.33 -0.0446
H -0.512146 -2.868906 0.126682 -0.84 2.34 0.95 0.2898
H -2.624551 -1.622685 1.399735 -0.04 -0.02 -0.11 0.3905
H -2.666817 0.735989 1.338704 -1.33 1.05 0.65 0.2080
H 0.394088 1.056108 -1.337939 -0.48 -1.42 1.05 0.2750
C 3.782946 0.909076 0.815472 7.53 2.98 3.18 0.1785
C 2.906720 0.358951 0.324957 -7.10 -4.53 -2.80 -0.7671
H 4.818249 1.103842 1.179595 -1.76 0.27 -0.43 0.3481
H 2.043662 -0.310017 0.028227 2.21 1.56 0.33 0.2064
```
Forces are in eV/Å.

Computed properties:
- F_max: 8.9 eV/Å
- Kohn-Sham gap: 9.88 eV
- Relative energy (zero: lowest compared OMol25 entry of this formula, charge and spin): 279.9 kJ/mol
- LUMO level: 0.25 eV
- HOMO energy: -9.64 eV